[1]
60
Properties=species:S:1:pos:R:3 method="wB97M-V/def2-TZVPD" multiplicity=1 e_tot_ha=-4070.2377 charge=-2 e_lumo_ev="3.69 / 3.69"
Ce 0.73 -0.07 0.73
C 2.02 -1.70 -0.96
C 1.63 -2.80 -0.14
C 0.43 -3.30 -0.65
C 0.06 -2.53 -1.77
C 1.03 -1.55 -1.97
H 3.00 -1.25 -0.97
H 2.19 -3.20 0.69
H -0.14 -4.11 -0.22
H -0.83 -2.67 -2.36
H 1.08 -0.85 -2.79
O -3.33 2.97 -2.45
C -2.25 3.34 -3.15
C -2.39 4.32 -4.12
C -1.30 4.72 -4.87
C -0.05 4.14 -4.68
C 0.11 3.17 -3.70
C -0.99 2.76 -2.90
C -0.79 1.76 -1.82
O 0.40 1.35 -1.54
N -1.87 1.45 -1.15
N -1.70 0.55 -0.11
C -2.77 0.43 0.60
C -2.97 -0.52 1.66
C -4.16 -0.48 2.40
C -4.40 -1.37 3.43
C -3.41 -2.30 3.74
C -2.24 -2.37 3.02
C -1.99 -1.51 1.93
O -0.95 -1.64 1.18
H -3.00 2.30 -1.79
H -3.37 4.76 -4.26
H -1.42 5.49 -5.62
H 0.81 4.44 -5.26
H 1.30 2.04 -2.77
H -3.60 1.09 0.35
H -4.90 0.27 2.14
H -5.33 -1.33 3.98
H -3.56 -2.98 4.57
H -1.45 -3.07 3.27
F 4.01 4.08 2.05
C 3.47 2.85 2.17
F 4.34 2.12 2.84
F 2.35 3.00 2.84
S 3.36 2.32 0.33
O 2.71 1.06 -0.11
O 4.77 2.37 0.09
N 2.58 3.55 -0.25
S 0.94 3.49 -0.24
O 0.45 2.57 0.86
O 1.33 2.64 -3.56
C 0.77 5.16 0.52
F 1.19 6.05 -0.39
F -0.52 5.41 0.76
F 1.44 5.35 1.64
O 1.36 -1.51 2.74
S 1.41 -0.12 3.24
O 1.74 0.05 4.61
O 0.08 0.50 2.87
O 2.39 0.53 2.30

[2]
45
Properties=species:S:1:pos:R:3 method="wB97M-V/def2-TZVPD" multiplicity=1 e_tot_ha=-2447.2380 charge=+4 e_lumo_ev=-14.68
Y 0.62 -3.10 -5.15
Y -1.37 -0.98 -1.60
Cl 0.57 -0.65 -4.81
Cl -0.27 -3.28 -2.48
C -1.93 -2.75 -0.13
C -0.87 -2.84 -6.97
C -1.12 -4.75 -5.33
O -2.04 -3.63 0.61
O -1.68 -2.82 -7.81
O -2.05 -5.44 -5.48
O 0.37 0.11 -1.21
P 0.37 0.58 0.30
C -1.34 0.46 0.84
C -2.40 0.79 -0.07
C -3.72 0.50 0.34
C -3.97 0.06 1.63
C -2.94 -0.14 2.55
C -1.62 0.06 2.16
C 1.49 -0.48 1.20
C 2.68 0.04 1.73
C 3.65 -0.82 2.24
C 3.44 -2.21 2.21
C 2.22 -2.72 1.74
C 1.25 -1.86 1.25
C 0.83 2.30 0.39
C 1.09 3.05 -0.76
C 1.33 4.42 -0.65
C 1.32 5.04 0.60
C 1.07 4.29 1.75
C 0.82 2.92 1.66
H -2.18 1.37 -1.00
H -4.53 0.67 -0.38
H -5.00 -0.13 1.95
H -3.15 -0.45 3.57
H -0.79 -0.12 2.85
H 2.85 1.12 1.75
H 4.58 -0.41 2.64
H 4.23 -2.88 2.55
H 2.05 -3.80 1.76
H 0.29 -2.26 0.90
H 1.10 2.54 -1.73
H 1.52 4.98 -1.56
H 1.51 6.11 0.66
H 1.07 4.78 2.73
H 0.62 2.35 2.57

[3]
51
Properties=species:S:1:pos:R:3 method="wB97M-V/def2-TZVPD" multiplicity=1 e_tot_ha=-2964.2125 charge=-1 e_lumo_ev=1.17
F 3.89 2.51 3.73
C 2.97 2.86 2.79
F 2.88 4.20 2.73
F 3.39 2.39 1.59
S 1.34 2.02 3.29
C 0.09 2.20 1.87
C -1.36 2.47 2.23
C -2.17 3.20 1.34
C -3.54 3.31 1.57
C -4.13 2.68 2.67
C -5.53 2.75 2.97
N -6.66 2.81 3.29
C -3.32 1.89 3.51
C -1.96 1.78 3.27
O 1.81 0.65 3.31
O 0.82 2.66 4.47
H 0.48 2.95 1.19
H -1.70 3.68 0.49
H -4.18 3.86 0.88
H -3.77 1.35 4.34
H -1.35 1.14 3.91
C -4.17 -0.95 -0.36
C -3.74 -2.14 -0.93
C -2.49 -2.22 -1.55
C -1.64 -1.11 -1.56
S -0.10 -1.17 -2.52
N 1.02 -2.02 -1.69
F 0.16 0.96 1.30
S 2.61 -1.65 -1.62
C 3.14 -1.94 0.08
C 3.48 -0.86 0.90
C 3.95 -1.09 2.19
C 4.17 -2.39 2.65
C 3.91 -3.47 1.79
C 3.37 -3.24 0.52
O 3.36 -2.67 -2.33
O 2.89 -0.25 -1.85
O -0.50 -1.94 -3.68
O 0.22 0.23 -2.64
C -2.09 0.11 -1.06
C -3.35 0.18 -0.45
H -5.14 -0.89 0.14
H -4.38 -3.02 -0.92
H -2.19 -3.12 -2.09
H 3.42 0.15 0.51
H 4.20 -0.24 2.82
H 4.56 -2.56 3.67
H 4.15 -4.48 2.11
H 3.21 -4.07 -0.16
H -1.48 1.00 -1.20
H -3.71 1.13 -0.07

[4]
55
Properties=species:S:1:pos:R:3 method="wB97M-V/def2-TZVPD" multiplicity=3 e_tot_ha=-4274.9708 charge=+1 e_lumo_ev="-3.69 / -4.51"
W 0.13 0.25 -0.08
S -1.85 1.59 -0.32
C -1.70 2.74 1.02
C -2.38 3.95 0.95
C -2.28 4.87 1.99
C -1.49 4.61 3.10
C -0.81 3.40 3.19
C -0.93 2.48 2.16
S -0.02 0.96 2.30
C -1.30 -0.21 2.87
C -1.82 -1.22 1.87
C -2.66 -2.21 2.34
C -3.22 -3.11 1.45
C -2.94 -2.96 0.10
C -2.10 -1.95 -0.31
C -1.88 -1.69 -1.77
S -0.24 -1.04 -2.17
C 0.84 -2.44 -1.94
C 1.06 -3.23 -3.06
C 1.91 -4.32 -2.97
C 2.55 -4.59 -1.76
C 2.33 -3.78 -0.66
C 1.47 -2.69 -0.72
S 1.28 -1.72 0.75
N -1.51 -1.12 0.57
H -2.98 4.18 0.08
H -2.80 5.81 1.91
H -1.41 5.34 3.89
H -0.18 3.18 4.04
H -2.14 0.41 3.18
H -0.92 -0.72 3.75
H -2.87 -2.27 3.40
H -3.87 -3.90 1.80
H -3.38 -3.62 -0.64
H -2.59 -0.94 -2.12
H -2.04 -2.60 -2.36
H 0.58 -2.99 -4.00
H 2.10 -4.94 -3.84
H 3.22 -5.43 -1.69
H 2.85 -4.00 0.27
F -0.41 4.16 -1.94
C 0.69 3.53 -2.33
F 1.36 4.28 -3.18
F 0.34 2.38 -2.92
S 1.77 3.20 -0.87
O 0.98 2.26 -0.04
O 2.02 4.46 -0.28
N 3.05 2.52 -1.45
S 3.26 0.97 -1.48
O 4.39 0.52 -0.77
O 1.99 0.24 -1.25
C 3.58 0.62 -3.26
F 4.66 1.26 -3.63
F 3.75 -0.69 -3.39
F 2.55 0.99 -4.00

[5]
47
Properties=species:S:1:pos:R:3 method="wB97M-V/def2-TZVPD" multiplicity=1 e_tot_ha=-6739.2803 charge=+3 e_lumo_ev=-11.91
Au -0.55 0.75 -0.80
Br 3.98 5.48 -0.10
C 2.72 4.14 -0.26
C 1.70 4.00 0.69
C 0.77 3.00 0.51
N 0.83 2.15 -0.53
C 1.81 2.26 -1.46
C 2.76 3.25 -1.34
C 1.77 1.26 -2.53
C 2.70 1.17 -3.54
C 2.59 0.16 -4.50
Br 3.84 0.03 -5.86
C 1.53 -0.74 -4.40
C 0.63 -0.59 -3.37
N 0.74 0.38 -2.46
H 1.63 4.66 1.54
H -0.04 2.86 1.21
H 3.55 3.36 -2.07
H 3.52 1.87 -3.60
H 1.40 -1.54 -5.12
H -0.23 -1.24 -3.31
I -3.00 1.95 -0.19
C -3.26 -0.04 -0.74
C -4.45 -0.72 -0.78
C -4.40 -2.07 -1.15
C -3.17 -2.65 -1.45
C -2.02 -1.89 -1.39
N -2.08 -0.60 -1.04
H -5.38 -0.23 -0.53
H -5.31 -2.65 -1.20
H -3.10 -3.70 -1.73
H -1.05 -2.31 -1.60
N 0.12 -2.12 6.05
C 0.29 -2.62 4.82
O 0.62 -3.75 4.57
C 0.04 -1.68 3.63
C -0.42 -0.37 3.69
C -0.61 0.33 2.51
N -0.36 -0.22 1.32
C 0.09 -1.48 1.25
C 0.30 -2.24 2.38
H 0.30 -2.73 6.84
H -0.13 -1.17 6.25
H -0.65 0.12 4.62
H -0.99 1.34 2.54
H 0.31 -1.88 0.27
H 0.66 -3.26 2.33

[6]
45
Properties=species:S:1:pos:R:3 method="wB97M-V/def2-TZVPD" multiplicity=3 e_tot_ha=-1733.6399 charge=0 e_lumo_ev="-0.60 / -2.83"
Au 0.43 -0.59 -0.80
C 1.50 3.70 -1.08
C 1.44 2.21 -1.02
N 0.33 1.56 -0.96
N -0.87 2.12 -0.97
C -1.85 1.21 -1.00
O -1.68 -0.04 -1.09
C -3.24 1.73 -0.96
C -3.52 3.09 -0.95
C -4.84 3.52 -0.89
C -5.87 2.60 -0.84
C -5.60 1.24 -0.85
C -4.28 0.81 -0.91
C 2.67 1.40 -1.00
C 3.93 1.95 -0.78
C 5.03 1.12 -0.73
C 4.86 -0.25 -0.92
C 3.59 -0.72 -1.16
N 2.53 0.08 -1.22
H 0.49 4.09 -1.18
H 2.09 4.02 -1.94
H 1.95 4.11 -0.18
H -2.71 3.81 -0.99
H -5.06 4.58 -0.89
H -6.90 2.95 -0.78
H -6.40 0.53 -0.80
H -4.05 -0.24 -0.91
H 4.03 3.01 -0.62
H 6.01 1.53 -0.54
H 5.70 -0.93 -0.89
H 3.39 -1.77 -1.33
O -0.11 -0.85 3.08
C 0.58 -1.33 2.20
O 1.36 -0.77 1.37
C 0.52 -2.88 2.09
C 0.46 -3.57 3.29
C 0.42 -4.96 3.32
C 0.41 -5.68 2.13
C 0.46 -5.02 0.93
C 0.53 -3.61 0.88
S 0.61 -2.98 -0.72
H 0.43 -3.00 4.21
H 0.39 -5.48 4.27
H 0.37 -6.76 2.15
H 0.45 -5.57 0.00

[7]
50
Properties=species:S:1:pos:R:3 method="wB97M-V/def2-TZVPD" multiplicity=1 e_tot_ha=-4857.4103 charge=-1 e_lumo_ev=2.11
Ca 0.31 0.51 -0.70
O 0.86 4.70 -1.97
C 0.92 3.48 -1.70
O 0.53 2.86 -0.66
C 1.61 2.58 -2.75
C 2.38 3.06 -3.80
C 3.04 2.13 -4.60
C 2.93 0.77 -4.34
C 2.13 0.37 -3.28
N 1.50 1.28 -2.54
C 1.95 -1.10 -2.84
O 2.65 -1.94 -3.43
O 1.12 -1.27 -1.88
H 2.45 4.13 -3.96
H 3.65 2.47 -5.43
H 3.45 0.01 -4.93
C -2.96 -2.45 -0.76
N -2.80 -2.25 0.67
C -1.69 -2.58 1.39
Se -0.23 -3.49 0.83
N -1.89 -2.10 2.65
C -3.09 -1.39 2.72
C -3.71 -0.68 3.74
C -4.93 -0.09 3.45
C -5.51 -0.20 2.19
C -4.90 -0.91 1.17
C -3.68 -1.50 1.46
H -2.09 -2.98 -1.13
H -3.03 -1.48 -1.25
H -3.86 -3.04 -0.95
H -1.14 -2.06 3.29
H -3.25 -0.58 4.72
H -5.44 0.48 4.22
H -6.47 0.29 2.00
H -5.33 -0.98 0.18
O -2.00 0.61 -0.64
C -1.90 0.84 0.59
O -0.90 0.52 1.29
H -2.73 1.38 1.10
I 5.06 -2.96 1.82
C 4.20 -1.07 1.54
C 4.82 0.07 2.01
C 4.21 1.30 1.80
C 3.00 1.34 1.13
N 2.41 0.23 0.67
C 2.99 -0.96 0.86
H 5.76 0.00 2.54
H 4.66 2.22 2.15
H 2.47 2.27 0.94
H 2.48 -1.83 0.45

[8]
52
Properties=species:S:1:pos:R:3 method="wB97M-V/def2-TZVPD" multiplicity=2 e_tot_ha=-14457.1924 charge=-2 e_lumo_ev="4.18 / 3.02"
Sn -0.19 1.42 0.39
O -1.43 -0.04 1.58
C -1.36 -1.31 1.80
C -2.54 -2.01 2.12
C -2.54 -3.36 2.36
C -1.35 -4.09 2.33
C -0.18 -3.44 2.02
C -0.15 -2.07 1.72
C 1.11 -1.50 1.40
N 1.34 -0.27 1.06
N 2.65 0.04 0.93
C 2.88 1.33 0.87
O 1.98 2.24 0.91
C 4.29 1.74 0.75
C 4.60 3.10 0.72
C 5.91 3.51 0.57
C 6.92 2.57 0.45
C 6.62 1.22 0.48
C 5.31 0.80 0.62
H -3.46 -1.45 2.12
H -3.48 -3.87 2.55
H -1.35 -5.15 2.53
H 0.75 -3.99 1.98
H 1.99 -2.15 1.47
H 3.79 3.81 0.80
H 6.14 4.57 0.55
H 7.95 2.89 0.33
H 7.40 0.48 0.37
H 5.04 -0.25 0.63
Se 2.26 -1.71 -2.80
Se 1.97 0.35 -2.01
Se 0.84 1.49 -3.71
Se 0.15 3.38 -2.75
Cl -4.77 3.85 1.66
Ge -3.27 2.01 1.60
Cl -3.53 1.45 3.81
Cl -4.80 0.53 0.73
N -2.17 -2.07 -1.69
C -1.07 -1.40 -1.28
N -1.19 -0.11 -1.40
C -2.45 0.12 -1.91
C -3.09 1.30 -2.25
C -4.35 1.20 -2.80
C -4.97 -0.03 -2.98
C -4.36 -1.21 -2.63
C -3.08 -1.13 -2.10
H -2.31 -3.06 -1.61
H -0.18 -1.89 -0.93
H -2.61 2.26 -2.09
H -4.86 2.11 -3.09
H -5.96 -0.06 -3.41
H -4.85 -2.17 -2.76

[9]
45
Properties=species:S:1:pos:R:3 method="wB97M-V/def2-TZVPD" multiplicity=1 e_tot_ha=-2110.5475 charge=0 e_lumo_ev=-0.86
C 4.82 0.14 -3.16
C 4.50 0.12 -1.57
C 5.57 -0.18 -0.50
C 5.10 -0.21 0.98
C 3.62 0.05 1.43
C 2.55 0.39 0.32
C 3.00 0.41 -1.18
C 1.85 0.72 -2.26
C 0.70 -0.39 -2.08
C 1.04 -1.84 -2.57
C 0.00 -2.98 -2.50
C -1.40 -2.69 -1.89
C -1.71 -1.26 -1.38
C -0.71 -0.05 -1.46
N -1.07 1.29 -0.98
C -1.64 1.30 0.37
C -1.15 2.28 1.47
C -1.78 2.24 2.90
C -2.93 1.26 3.26
C -3.47 0.27 2.17
S -4.85 -0.83 2.68
O -5.01 -2.08 1.86
O -4.52 -1.29 4.09
C -6.39 0.23 2.75
F -6.06 1.40 3.48
F -6.72 0.56 1.41
F -7.39 -0.48 3.42
C -2.81 0.33 0.77
S -3.36 -0.84 -0.58
H 5.95 0.05 -3.37
H 4.39 1.06 -3.68
H 4.29 -0.80 -3.58
H 6.65 -0.41 -0.79
H 5.87 -0.42 1.81
H 3.27 0.03 2.51
H 1.46 0.61 0.61
H 1.49 1.79 -2.06
H 2.21 0.67 -3.34
H 2.09 -2.07 -2.99
H 0.21 -4.05 -2.86
H -2.22 -3.49 -1.79
H -0.30 1.97 -1.09
H -0.33 3.06 1.32
H -1.42 2.92 3.76
H -3.39 1.20 4.31